Formula: CH8O5
Source: OMol25
Level of theory: ωB97M-V/def2-TZVPD

HOMO = -10.70 eV
energy above the lowest of the compared OMol25 structures with the same formula, charge and spin = 25.4 kcal/mol

Geometry as ORCA input:
```
! wB97M-V def2-TZVPD RIJCOSX def2/J DEFGRID3
* xyz 0 1
O -0.41430 1.15948 2.62653
C -1.03991 0.68541 1.72137
O -0.99378 1.16730 0.47180
H -1.69923 -0.18533 1.76960
H -0.23912 1.71433 0.22665
H 1.12745 5.41816 -0.40018
H -0.04999 6.00681 -1.04848
O 0.18381 5.53846 -0.22550
H -2.64081 -1.63885 -2.56586
H -1.28555 -1.43844 -2.05684
O -1.95982 -0.94657 -2.54441
H 3.58193 -5.49262 1.06751
H 2.72962 -6.43413 0.28156
O 2.69970 -5.55399 0.67625
*
```

Formula: CH8O5
Source: OMol25
Level of theory: ωB97M-V/def2-TZVPD

HOMO (spin up / spin down) = -14.85 / -14.85 eV
energy above the lowest of the compared OMol25 structures with the same formula, charge and spin = 59.0 kcal/mol

Geometry as ORCA input:
```
! wB97M-V def2-TZVPD RIJCOSX def2/J DEFGRID3
* xyz 1 2
O -0.18305 1.15043 -1.00663
C 0.97752 1.02540 -1.44324
O 1.94970 0.63856 -0.58736
H 1.51043 1.22068 -2.37450
H 1.55208 0.02412 0.01657
H 0.38497 -1.27481 2.29380
H -0.04927 -0.11823 1.40936
O 0.49119 -0.94974 1.39293
H -0.69682 1.76716 1.45746
H -1.49989 1.20286 0.39377
O -1.51863 1.21440 1.36776
H -1.17229 -1.74928 -0.24445
H -0.45784 -1.91650 -1.58927
O -1.28811 -2.23503 -1.08619
*
```

Formula: CH9N2O
Source: OMol25
Level of theory: ωB97M-V/def2-TZVPD

HOMO (spin up / spin down) = -2.94 / -10.34 eV
energy above the lowest of the compared OMol25 structures with the same formula, charge and spin = 5.9 kcal/mol

Geometry as ORCA input:
```
! wB97M-V def2-TZVPD RIJCOSX def2/J DEFGRID3
* xyz 0 2
O 0.53985 -2.11990 -1.27263
H 1.36942 -2.60700 -1.36659
H 0.15267 -0.75416 1.66034
H -0.05055 -2.61123 -1.86526
N 0.40935 -0.18023 0.82283
C -0.76912 0.81903 0.53626
N -0.28151 1.83709 -0.32423
H 0.53096 -0.74944 -0.02986
H 1.31153 0.27368 1.02683
H -0.98783 1.13036 1.55263
H -1.43233 0.12759 0.06028
H -0.91107 2.22824 -0.99420
H 0.11863 2.60597 0.19359
*
```

Formula: CH9N2P2
Source: OMol25
Level of theory: ωB97M-V/def2-TZVPD

HOMO = -12.94 eV
energy above the lowest of the compared OMol25 structures with the same formula, charge and spin = 22.1 kcal/mol

Geometry as ORCA input:
```
! wB97M-V def2-TZVPD RIJCOSX def2/J DEFGRID3
* xyz 1 1
C -0.66173 0.80042 -0.49057
N 0.20977 -2.32252 -0.02332
N -0.74606 2.03824 0.25220
P 2.34601 0.68855 0.79510
P 0.45910 0.08815 0.68356
H -0.09342 0.85152 -1.45911
H -1.54823 0.23040 -0.87457
H 0.84118 -2.29528 -0.84457
H -0.75069 -2.45050 -0.22613
H -1.70333 2.22346 0.75520
H -0.64066 2.81584 -0.35989
H 0.53049 -3.04171 0.63943
H 2.11363 0.69840 -0.60640
H -0.35605 -0.32496 1.75908
*
```

Formula: CH9N3
Source: OMol25
Level of theory: ωB97M-V/def2-TZVPD

HOMO = -8.70 eV
energy above the lowest of the compared OMol25 structures with the same formula, charge and spin = 19.5 kcal/mol

Geometry as ORCA input:
```
! wB97M-V def2-TZVPD RIJCOSX def2/J DEFGRID3
* xyz 0 1
N 2.70350 0.83142 1.93320
H 2.73126 0.18211 2.73983
H 2.18461 1.68873 2.25161
H 3.64760 0.94872 1.65674
N 0.08591 -0.20738 -0.93018
C -1.31065 0.05586 -0.98293
N -2.15959 -1.14139 -0.84801
H 0.65482 -0.17737 -0.14564
H 0.13341 -1.10059 -1.50004
H -1.59880 0.94714 -0.38596
H -1.45388 0.31828 -2.11969
H -2.77392 -1.00431 -0.05181
H -2.84428 -1.34122 -1.61713
*
```

Formula: CH9N4P
Source: OMol25
Level of theory: ωB97M-V/def2-TZVPD

HOMO (spin up / spin down) = -8.18 / -6.83 eV
energy above the lowest of the compared OMol25 structures with the same formula, charge and spin = 108.4 kcal/mol

Geometry as ORCA input:
```
! wB97M-V def2-TZVPD RIJCOSX def2/J DEFGRID3
* xyz 0 1
C -0.92041 1.63734 -0.62382
N 2.13878 -0.14271 0.25983
N -0.85574 -1.60441 -0.70991
N 1.26012 -0.59275 1.21099
N -1.72665 -0.78253 0.10755
P -1.22700 0.66620 0.90127
H -1.54752 1.36806 -1.39047
H 0.07907 1.44576 -0.98063
H -1.00985 2.69984 -0.29048
H 2.41726 -0.92088 -0.31231
H 2.88388 0.42080 0.56640
H -0.10498 -1.76691 -0.08561
H -0.65952 -1.09767 -1.52801
H 1.36390 0.13585 2.01690
H -2.09132 -1.46599 0.85831
*
```

Formula: CH9N6
Source: OMol25
Level of theory: ωB97M-V/def2-TZVPD

HOMO (spin up / spin down) = -9.07 / -14.44 eV
energy above the lowest of the compared OMol25 structures with the same formula, charge and spin = 115.3 kcal/mol

Geometry as ORCA input:
```
! wB97M-V def2-TZVPD RIJCOSX def2/J DEFGRID3
* xyz 1 3
C -0.42730 0.94600 1.83233
N 0.22750 1.93002 1.77877
N -1.13866 -0.02053 1.57412
N 1.55733 -0.34481 -0.14353
N -1.05819 0.45375 -1.55814
N 0.78335 -1.01894 -1.08786
N -0.64345 -0.70235 -0.87425
H 1.09347 2.27105 2.13623
H -1.93580 -0.29723 2.11969
H 0.89526 -2.03456 -1.09509
H 2.35652 0.07565 -0.60401
H 1.86368 -0.92235 0.63513
H -0.55411 1.26263 -1.20670
H -0.90668 0.37888 -2.56103
H -1.21266 -1.48755 -1.21580
H -0.90025 -0.48965 0.27012
*
```

Formula: CH9NO3
Source: OMol25
Level of theory: ωB97M-V/def2-TZVPD

HOMO = -10.18 eV
energy above the lowest of the compared OMol25 structures with the same formula, charge and spin = 8.8 kcal/mol

Geometry as ORCA input:
```
! wB97M-V def2-TZVPD RIJCOSX def2/J DEFGRID3
* xyz 0 1
N 1.03483 0.29941 2.27779
C -0.31824 0.09967 1.84816
O -0.41708 -0.34945 0.46099
H 1.51820 -0.58768 2.33087
H 1.57600 0.86402 1.63292
H -0.78825 -0.64899 2.47336
H -0.82763 1.05517 1.81890
H -0.13572 -1.26645 0.45343
H -2.46133 1.26042 -2.01151
H -1.95103 0.00067 -1.20199
O -2.71702 0.51284 -1.43240
H 2.16978 -0.06481 -1.71723
H 1.59289 -0.39585 -3.01974
O 2.36398 -0.55655 -2.51675
*
```

Formula: CH9NO5
Source: OMol25
Level of theory: ωB97M-V/def2-TZVPD

HOMO = -10.41 eV
energy above the lowest of the compared OMol25 structures with the same formula, charge and spin = 2.6 kcal/mol

Geometry as ORCA input:
```
! wB97M-V def2-TZVPD RIJCOSX def2/J DEFGRID3
* xyz 0 1
N 0.96781 -0.63629 1.57135
C 1.43644 -0.24030 0.36606
O 0.98421 0.96502 -0.08519
O 2.06770 -0.96802 -0.36434
H 0.64376 0.00882 2.25704
H 0.97403 -1.61661 1.75189
H 0.93940 1.56755 0.66531
H -2.34801 -1.11873 -0.78548
H -1.10920 -0.40024 -1.34722
O -1.77641 -0.37984 -0.62733
H 1.05665 -0.58070 -1.93208
H 0.24221 0.14072 -3.00249
O 0.24639 -0.67268 -2.46950
H -1.33921 0.79459 0.71185
H -1.85532 1.85431 1.75622
O -1.13046 1.28242 1.53390
*
```

Formula: CH9NO5
Source: OMol25
Level of theory: ωB97M-V/def2-TZVPD

HOMO = -10.81 eV
energy above the lowest of the compared OMol25 structures with the same formula, charge and spin = 7.8 kcal/mol

Geometry as ORCA input:
```
! wB97M-V def2-TZVPD RIJCOSX def2/J DEFGRID3
* xyz 0 1
N -0.13851 -2.48499 -0.06883
C 0.25546 -2.42466 -1.37082
O -0.02766 -1.21220 -1.92337
O 0.86844 -3.27469 -1.96858
H -0.09775 -1.59058 0.40492
H 0.23383 -3.20559 0.50010
H 0.16152 -1.25572 -2.86240
H 1.29492 2.12895 0.83382
H 1.36808 3.58354 1.34375
O 1.11604 2.69290 1.58943
H 0.33443 0.50006 -1.42888
H -0.15852 1.46137 -0.41874
O 0.59289 1.34920 -0.99902
H -1.26641 1.59244 1.92879
H -2.56863 1.19153 2.57487
O -1.96813 0.94844 1.86496
*
```

Number 1: maximum force 1.55 eV/A. Number 2: maximum force 3.69 eV/A. Number 3: maximum force 2.46 eV/A. Number 4: maximum force 3.78 eV/A. Number 5: maximum force 3.90 eV/A. Number 6: maximum force 3.31 eV/A. Number 7: maximum force 6.34 eV/A. Number 8: maximum force 1.70 eV/A. Number 9: maximum force 1.37 eV/A. Number 10: maximum force 1.49 eV/A.